No. 1
Molecular formula: C33H68FN9O4PS
Method: DFT, ωB97M-V/def2-TZVPD

Results
Total charge = +1
Kohn-Sham gap = 5.67 eV
E_LUMO = -3.486 eV
HOMO energy = -0.337 Eh

Structure (XYZ):
```
117
Properties=species:S:1:pos:R:3:lowdin_charge:R:1
S -0.841 0.632 -4.903 0.902
P -4.015 -6.532 2.383 0.754
F 4.010 6.127 3.174 -0.147
O 0.231 3.773 -4.836 -0.024
O -4.411 1.737 4.028 -0.075
O -2.589 -6.369 2.965 -0.312
O -2.629 2.652 -3.900 -0.187
N -4.093 -4.897 1.838 -0.322
N 7.661 3.700 0.693 -0.054
N 1.667 1.984 -1.966 -0.167
N -3.264 2.091 -6.185 0.020
N -3.448 -7.524 1.133 -0.362
N -3.355 3.677 2.898 -0.023
N -4.076 3.089 -5.623 -0.047
N 4.059 1.914 -0.066 -0.004
N -5.654 -6.720 1.714 -0.273
C 4.311 1.718 -1.535 -0.276
C -2.205 3.430 1.912 -0.204
C 1.532 1.614 -0.470 -0.247
C 0.872 3.268 -2.301 -0.073
C -0.373 1.386 1.585 -0.197
C -2.304 1.794 -5.055 -0.441
C -4.320 -4.455 0.470 -0.145
C 5.794 2.284 -2.051 -0.143
C -1.156 2.402 2.641 -0.173
C 0.189 -3.596 -0.845 -0.145
C -4.327 2.507 2.910 -0.315
C 0.693 -1.064 -0.275 -0.209
C -2.910 -8.832 1.486 -0.133
C 3.092 2.411 -2.355 -0.109
C 1.301 0.896 -2.936 -0.167
C 2.728 2.531 0.267 -0.237
C 3.099 4.935 3.245 -0.129
C 1.170 -2.337 -1.249 -0.247
C -3.440 -7.277 -0.292 -0.132
C 1.844 0.078 -0.074 -0.124
C 1.116 3.830 -3.838 -0.091
C -5.220 2.199 1.557 -0.037
C 3.829 3.598 2.552 -0.151
C -6.632 -6.070 2.618 -0.145
C 0.126 2.085 0.208 -0.137
C 6.011 3.889 -1.819 -0.224
C 2.658 2.588 1.911 -0.131
C -3.772 3.531 -4.198 -0.008
C 8.158 4.641 -0.385 -0.266
C 7.619 4.221 -1.901 -0.191
C -3.225 -3.917 2.502 -0.147
C -6.164 -8.086 1.508 -0.125
C -0.275 0.499 -3.082 -0.397
H -4.999 3.070 0.789 0.083
H -0.826 2.008 -0.509 0.117
H -5.124 -5.003 -0.027 0.070
H 2.259 -2.632 -0.924 0.120
H 9.349 4.573 -0.435 0.122
H 4.323 0.565 -1.846 0.145
H 2.178 5.214 2.539 0.121
H -2.243 -9.241 0.717 0.082
H 5.529 4.237 -0.784 0.106
H 1.654 3.112 2.293 0.095
H 5.826 2.092 -3.226 0.133
H 4.491 3.056 3.363 0.127
H 0.505 -1.596 0.781 0.131
H 2.152 0.009 1.080 0.133
H 1.893 -0.132 -2.782 0.152
H 2.796 -0.390 -0.627 0.119
H 3.271 3.585 -2.203 0.145
H -0.285 3.146 -2.263 0.131
H -7.640 -6.087 2.186 0.084
H 1.598 1.149 -4.068 0.136
H 3.348 2.236 -3.494 0.162
H -4.407 -6.921 -0.660 0.065
H -3.239 -8.184 -0.877 0.083
H 2.681 4.723 4.317 0.132
H 1.147 4.151 -1.547 0.165
H 2.630 3.689 -0.016 0.156
H 2.144 4.384 -4.085 0.151
H -1.039 1.129 -2.477 0.074
H -2.662 -6.556 -0.556 0.069
H -5.666 -8.595 0.679 0.075
H -0.489 -0.641 -2.800 0.089
H -0.916 -3.190 -0.853 0.076
H 4.881 2.450 0.281 0.091
H -1.707 1.695 3.425 0.132
H 2.818 1.562 2.448 0.122
H 1.066 -2.108 -2.390 0.090
H -3.574 -2.891 2.337 0.072
H -4.651 -3.411 0.450 0.074
H 0.243 -4.416 -1.708 0.093
H 7.766 5.128 -2.652 0.119
H -4.798 1.217 1.072 0.091
H 7.845 5.754 -0.106 0.130
H 0.231 3.254 0.429 0.126
H -1.631 4.465 1.761 0.132
H 8.236 3.317 -2.318 0.112
H -1.173 0.553 1.303 0.123
H 0.437 -4.091 0.186 0.092
H -6.396 -5.016 2.793 0.074
H -3.718 -9.550 1.646 0.062
H 4.551 4.032 1.740 0.093
H -6.656 -6.571 3.592 0.081
H -2.319 -8.788 2.409 0.071
H -7.223 -8.072 1.225 0.088
H 5.466 4.474 -2.674 0.105
H -2.937 3.738 3.862 0.122
H 8.384 3.005 0.988 0.080
H -6.055 -8.694 2.412 0.090
H -6.344 2.129 1.881 0.105
H 0.468 0.858 2.224 0.117
H -0.323 2.967 3.245 0.105
H -3.412 -4.518 -0.134 0.061
H -4.275 4.351 -3.518 0.148
H 6.638 1.662 -1.529 0.128
H -3.233 -4.062 3.589 0.075
H -2.613 2.999 0.903 0.114
H 7.263 4.215 1.512 0.070
H -0.376 -0.649 -0.570 0.104
H -2.193 -3.988 2.141 0.070
```

---

No. 2
Molecular formula: C21H62O10
Method: DFT, ωB97M-V/def2-TZVPD

Results
Kohn-Sham gap = 9.72 eV
E_LUMO = 0.172 eV
Energy relative to the best compared isomer or geometry (same formula, charge and spin) = 21.224 eV
HOMO energy = -0.351 Eh

Structure (XYZ):
```
93
Properties=species:S:1:pos:R:3:lowdin_charge:R:1
O -18.893 -11.030 0.890 -0.060
O -18.619 -10.438 -3.563 -0.098
O -23.949 -9.031 4.019 -0.045
O -18.762 -10.830 2.909 -0.056
O -21.401 -13.353 -0.917 -0.206
O -20.353 -13.042 1.312 -0.151
O -25.267 -14.347 0.841 -0.046
O -16.430 -7.906 -1.718 -0.098
O -17.564 -9.400 1.309 -0.023
O -22.366 -12.786 -2.687 -0.077
C -22.854 -11.488 -3.018 -0.394
C -22.672 -9.358 3.442 -0.448
C -18.629 -9.113 -4.030 -0.441
C -22.788 -9.744 1.967 -0.067
C -14.552 -9.341 -2.056 -0.034
C -19.255 -13.426 2.113 -0.491
C -19.559 -9.105 -5.235 -0.040
C -19.065 -8.129 -2.922 -0.048
C -19.958 -10.228 0.385 -0.211
C -16.125 -9.228 -2.227 -0.371
C -22.969 -13.465 0.479 -0.042
C -23.135 -10.706 -1.715 -0.038
C -18.178 -13.714 1.202 -0.034
C -24.488 -13.171 0.715 -0.390
C -19.474 -9.939 -1.092 -0.073
C -22.191 -10.539 4.204 -0.077
C -21.217 -11.054 0.498 -0.177
C -16.985 -10.349 -1.545 -0.076
C -25.051 -12.307 -0.443 -0.036
C -19.538 -14.543 3.043 -0.004
C -21.801 -10.784 -3.830 -0.064
H -21.898 -8.602 3.577 0.144
H -18.180 -8.671 1.387 0.048
H -19.129 -11.931 0.661 0.088
H -22.236 -10.706 -1.098 0.044
H -17.239 -13.644 1.752 0.123
H -26.117 -12.158 -0.270 0.097
H -16.411 -10.846 -0.763 0.091
H -18.876 -10.705 -1.586 0.080
H -18.972 -8.972 -1.081 0.070
H -20.069 -9.254 0.862 0.165
H -22.666 -14.192 -0.275 0.105
H -21.137 -14.052 -1.514 0.116
H -18.406 -7.984 -2.067 0.056
H -22.169 -10.523 0.484 0.036
H -20.882 -13.842 1.353 0.086
H -18.911 -12.478 2.528 0.105
H -19.751 -8.146 -5.717 0.091
H -24.613 -12.683 1.681 0.131
H -19.104 -7.272 -3.595 0.094
H -21.282 -11.565 1.458 0.108
H -20.366 -9.881 -1.716 0.077
H -20.655 -13.248 -0.325 0.050
H -19.518 -10.764 -3.652 0.037
H -24.943 -12.522 -1.507 0.094
H -18.716 -14.763 3.723 0.099
H -21.466 -12.663 -2.373 0.052
H -24.027 -11.150 -1.273 -0.025
H -22.133 -9.960 -4.463 0.095
H -24.542 -11.347 -0.528 0.012
H -23.112 -8.835 1.461 0.113
H -18.252 -14.623 0.605 0.108
H -14.163 -9.104 -1.066 0.079
H -16.168 -7.912 -0.794 0.079
H -13.979 -8.865 -2.852 0.068
H -16.471 -9.038 -3.243 0.099
H -25.335 -14.765 -0.021 0.087
H -17.056 -11.128 -2.305 0.091
H -21.786 -9.975 1.605 0.013
H -20.500 -9.615 -5.027 0.028
H -23.362 -10.642 1.739 0.094
H -23.756 -11.741 -3.576 0.146
H -14.375 -10.384 -2.320 0.065
H -18.705 -9.876 2.854 0.042
H -20.069 -8.248 -2.515 0.082
H -22.562 -13.816 1.427 0.092
H -17.963 -10.015 -1.199 -0.038
H -21.350 -11.856 -0.228 0.049
H -22.163 -10.352 5.277 0.088
H -19.596 -15.454 2.446 0.095
H -22.898 -11.339 3.983 0.084
H -20.397 -14.319 3.675 0.099
H -17.696 -8.849 -4.528 0.133
H -18.821 -11.119 1.998 -0.231
H -21.508 -11.494 -4.603 0.103
H -23.304 -9.648 -1.916 0.108
H -18.977 -9.632 -5.991 0.093
H -24.347 -9.819 4.396 0.076
H -18.077 -10.105 0.914 -0.126
H -18.073 -12.901 0.484 0.086
H -20.792 -10.545 -3.494 0.027
H -22.517 -12.489 0.305 0.045
H -21.182 -10.943 4.130 0.073
```

---

No. 3
Molecular formula: C7H12
Method: DFT, ωB97M-V/def2-TZVPD

Results
Kohn-Sham gap (spin up / spin down) = 7.47 / 7.41 eV
E_LUMO (spin up / spin down) = -0.407 / -0.399 eV
Energy relative to the best compared isomer or geometry (same formula, charge and spin) = 3.849 eV
HOMO energy (spin up / spin down) = -0.290 / -0.287 Eh

Structure (XYZ):
```
19
Properties=species:S:1:pos:R:3:lowdin_charge:R:1
C -0.667 0.580 -0.362 -0.210
C 3.354 -0.306 1.528 -0.181
C 1.762 -0.277 -0.340 -0.199
C 2.345 0.465 0.741 -0.024
C -1.947 -0.178 -0.735 -0.281
C -3.224 0.455 -0.186 -0.118
C 0.529 -0.153 -0.877 -0.090
H 3.384 -1.405 1.422 0.066
H -4.097 -0.132 -0.487 0.068
H 4.336 0.083 1.212 0.085
H -3.360 1.478 -0.558 0.073
H -1.869 -1.215 -0.376 0.112
H 3.275 -0.033 2.587 0.065
H -1.995 -0.232 -1.831 0.107
H -3.210 0.501 0.909 0.073
H 0.356 -0.782 -1.752 0.109
H -0.664 1.580 -0.816 0.130
H 2.275 -1.122 -0.802 0.099
H -0.581 0.693 0.723 0.115
```

---

No. 4
Molecular formula: C44H42IrN6O2P2S
Method: DFT, ωB97M-V/def2-TZVPD

Results
Total charge = +2
Kohn-Sham gap (spin up / spin down) = 5.99 / 5.01 eV
⟨S²⟩ = 8.832
E_LUMO (spin up / spin down) = -5.396 / -8.073 eV
Energy relative to the best compared isomer or geometry (same formula, charge and spin) = 1.563 eV
2S+1 = 6
HOMO energy (spin up / spin down) = -0.419 / -0.481 Eh

Structure (XYZ):
```
98
Properties=species:S:1:pos:R:3:lowdin_charge:R:1
Ir 0.497 0.017 0.271 1.029
S -0.688 -0.789 3.147 0.871
P -1.573 -1.179 -0.224 0.911
P -1.649 1.415 0.373 0.915
O 7.475 -1.332 -0.740 0.093
O -2.024 -0.347 3.654 -0.509
N 2.803 0.102 -0.155 -0.064
N 7.854 0.645 0.317 0.192
N 1.847 4.392 -0.627 -0.168
N -2.592 0.027 0.362 -0.457
N 0.971 2.080 -0.719 0.061
N 0.160 0.426 2.386 -0.491
C 3.434 -0.566 -1.129 -0.088
C 3.222 4.679 -1.077 -0.005
C 1.786 -5.359 -0.144 0.029
C -1.160 -0.364 -4.210 -0.055
C -0.271 2.162 4.143 -0.034
C -2.482 2.598 -0.696 -0.324
C 5.566 -0.080 -0.177 -0.100
C -3.198 -5.186 1.248 -0.044
C -2.320 -0.892 -4.761 -0.052
C -2.741 -2.854 1.647 -0.099
C 1.387 3.165 -0.645 -0.239
C -2.508 3.078 4.007 -0.023
C 7.063 -0.314 -0.227 -0.487
C -2.651 -5.084 -0.025 -0.049
C -1.829 -1.157 -2.026 -0.370
C 2.505 -2.998 2.635 -0.022
C 1.291 -2.977 0.065 -0.191
C -1.573 2.121 2.004 -0.319
C 1.830 -4.178 0.600 -0.154
C 2.425 -4.174 1.890 0.065
C 3.530 0.685 0.809 -0.128
C -3.244 -1.539 -3.948 -0.049
C -3.001 -1.677 -2.587 -0.082
C 1.976 -1.834 2.130 -0.119
C -3.684 3.023 -2.746 -0.051
C 1.244 -5.375 -1.426 -0.018
C 1.287 -1.778 0.864 -0.224
C -3.702 4.381 -2.455 -0.053
C -1.324 2.771 4.735 -0.066
C -3.098 4.854 -1.298 -0.059
C 4.913 0.623 0.828 0.017
C -0.919 -0.495 -2.849 -0.139
C -0.266 1.818 2.683 -0.439
C 0.796 -3.015 -1.243 -0.065
C 0.960 5.522 -0.288 0.001
C -2.614 2.720 2.651 -0.087
C -2.217 -2.744 0.356 -0.327
C -4.036 -0.022 0.636 -0.076
C -2.155 -3.868 -0.470 -0.098
C 0.764 -4.197 -1.978 -0.038
C 4.808 -0.681 -1.170 0.037
C -3.066 2.135 -1.879 -0.081
C -3.239 -4.073 2.083 -0.040
C -2.485 3.967 -0.420 -0.096
H 7.500 1.511 0.677 0.100
H -2.507 -0.798 -5.824 0.117
H -1.728 -3.796 -1.464 0.090
H -0.444 0.149 -4.841 0.115
H -4.549 0.777 0.100 0.085
H 0.459 -2.095 -1.705 0.055
H 3.745 5.235 -0.305 0.095
H -4.151 2.655 -3.653 0.116
H -4.193 5.073 -3.131 0.117
H 2.189 -6.268 0.292 0.132
H -3.046 1.078 -2.117 0.084
H -4.453 -0.972 0.309 0.085
H -3.597 -6.136 1.590 0.119
H -4.158 -1.940 -4.374 0.119
H -3.659 -4.152 3.079 0.121
H 0.115 5.164 0.294 0.075
H 2.989 -2.993 3.606 0.127
H 0.621 1.907 4.711 0.119
H 0.367 -4.193 -2.986 0.127
H 5.452 1.081 1.651 0.125
H -3.545 2.908 2.124 0.119
H 3.747 3.748 -1.267 0.090
H 5.301 -1.252 -1.948 0.136
H 2.811 -1.027 -1.888 0.118
H 0.594 6.009 -1.190 0.101
H 0.517 2.429 2.211 0.122
H -2.790 -1.993 2.306 0.053
H 1.212 -6.297 -1.995 0.125
H -3.111 5.913 -1.071 0.115
H -4.218 0.087 1.707 0.089
H 2.857 -5.095 2.271 0.135
H 3.201 5.268 -1.991 0.100
H 2.070 -0.931 2.715 0.076
H 1.521 6.237 0.307 0.098
H -3.344 3.549 4.511 0.114
H -1.277 3.013 5.793 0.119
H 8.851 0.508 0.288 0.127
H -2.038 4.337 0.492 0.089
H 2.979 1.201 1.593 0.113
H -0.028 -0.049 -2.421 0.064
H -3.735 -2.178 -1.964 0.114
H -2.617 -5.951 -0.677 0.117
```

---

The following total energy values (in Ha) correspond, in order, to the records above: -2930.36234, -1588.90567, -273.76712, -3365.50578.